(1)
21
Properties=species:S:1:pos:R:3:forces:R:3 method="wB97M-V/def2-TZVPD" homo_ev="-6.7946 / -6.7978" homo_lumo_gap_ev="7.409 / 7.413"
C 1.310303 0.000090 1.087515 0.726 0.282 -0.479
C 0.763098 0.415789 2.407898 -0.356 0.016 -0.115
C -0.761450 0.401114 -0.903207 -1.405 -0.428 0.298
C 0.585061 0.825650 -1.069146 0.640 -0.344 0.687
N -2.283589 -0.610182 0.528143 -0.012 -0.184 0.224
N -1.628961 0.245089 -1.994278 0.364 -0.211 0.082
N 1.391014 -1.315527 0.796942 -0.220 0.091 -0.203
C 1.379138 0.544798 -2.102598 -0.137 -0.049 0.116
N -1.125247 0.129986 0.322834 0.059 0.339 -0.699
H 2.105463 0.604263 0.681535 0.101 -0.171 0.224
H -2.920505 -0.141370 1.157687 -0.004 -0.221 -0.225
H -2.697918 -1.123679 -0.243108 -0.019 0.470 -0.069
H -1.232052 0.554128 -2.868327 -0.111 0.063 0.086
H -2.601571 0.497382 -1.868888 0.194 -0.011 0.095
H 0.585939 -1.876478 1.050477 0.089 0.103 0.013
H 1.743548 -1.526831 -0.128100 0.026 0.013 0.158
H -0.086569 -0.198149 2.706245 0.032 0.017 -0.081
H 0.434686 1.451120 2.362718 0.043 -0.003 0.037
H 1.546394 0.310817 3.168982 0.055 0.077 -0.156
H 2.392039 0.935736 -2.167164 0.048 -0.079 0.086
H 1.101178 -0.123746 -2.926161 -0.114 0.230 -0.078

***

(2)
110
Properties=species:S:1:pos:R:3:forces:R:3 method="wB97M-V/def2-TZVPD" total_charge=-1 homo_ev=-2.9354 homo_lumo_gap_ev=4.689
Cs -0.474717 -0.623994 0.077581 0.836 0.807 0.036
C 4.016991 -0.301448 1.291768 -0.023 0.004 0.038
N 3.458462 -0.426329 -0.033720 -0.004 0.053 -0.086
C 4.065523 0.519316 -0.939703 -0.021 0.025 0.110
C 3.601299 -1.782486 -0.553535 -0.015 -0.040 -0.049
C 3.008183 -2.856347 0.332134 0.027 -0.020 0.021
C 3.832786 -3.907210 0.721430 0.084 0.003 -0.032
C 3.339558 -4.925023 1.524634 0.102 -0.137 0.055
C 2.017247 -4.870369 1.931326 -0.007 -0.054 0.050
C 1.214784 -3.808318 1.525340 0.155 0.015 -0.033
C 1.659813 -2.755171 0.713767 -0.128 0.092 -0.076
H 5.103469 -0.504625 1.309702 0.063 -0.018 0.008
H 3.523545 -1.004793 1.959019 -0.002 -0.016 0.032
H 3.855132 0.713114 1.657743 0.011 0.091 0.042
H 5.142712 0.320026 -1.106370 0.015 -0.011 0.018
H 3.967950 1.529267 -0.544079 -0.009 0.017 -0.004
H 3.566827 0.479683 -1.908296 -0.038 -0.021 -0.099
H 4.673618 -1.995801 -0.732544 0.059 -0.010 -0.015
H 3.105711 -1.796639 -1.529296 -0.017 -0.020 -0.041
H 4.869440 -3.940842 0.398166 0.096 0.013 -0.024
H 3.980396 -5.745731 1.827259 0.018 -0.020 0.011
H 1.616088 -5.655558 2.561526 -0.062 -0.104 0.069
H 0.180627 -3.819053 1.855222 -0.194 -0.020 0.071
C 1.949701 3.886215 -2.654359 -0.018 -0.064 -0.020
C 2.534241 3.854608 -1.272479 -0.051 0.020 0.023
C 3.874827 4.142611 -1.057245 0.045 0.029 0.065
C 4.420563 4.095160 0.214704 -0.002 -0.009 -0.060
C 3.627470 3.715733 1.284833 0.054 -0.018 -0.015
C 2.285987 3.414693 1.107457 -0.062 0.002 -0.002
C 1.419444 2.982997 2.250861 -0.009 -0.031 0.034
C 1.737770 3.527552 -0.172772 0.065 0.282 0.014
N 0.363257 3.270238 -0.333220 -0.902 0.690 -0.246
C -0.478628 4.234026 -0.437086 0.985 -0.705 0.193
C -0.141883 5.708448 -0.402869 0.249 -0.153 0.095
C -1.933240 3.905041 -0.582357 -0.514 -0.861 0.252
C -2.816472 5.033496 -1.067966 -0.105 -0.249 -0.006
N -2.330899 2.733116 -0.248766 0.454 0.962 -0.267
C -3.701483 2.413621 -0.347856 -0.177 -0.041 -0.004
C -4.512775 2.575095 0.776418 0.016 0.075 -0.048
C -3.918740 3.065117 2.064350 0.017 -0.064 0.020
C -5.863543 2.280906 0.664402 -0.068 -0.023 -0.050
C -6.393828 1.809365 -0.525133 -0.018 0.040 0.025
C -5.560043 1.597062 -1.609369 -0.109 0.029 -0.035
C -4.206270 1.886804 -1.538525 0.082 -0.006 0.050
C -3.289042 1.608668 -2.690344 -0.003 -0.042 -0.039
H 2.740511 3.841469 -3.401387 0.006 0.003 -0.030
H 1.376277 4.797285 -2.831693 -0.066 0.071 -0.017
H 1.276240 3.041884 -2.806511 -0.002 -0.004 -0.032
H 4.497714 4.396195 -1.904990 0.045 0.011 -0.053
H 5.466053 4.317948 0.365967 0.095 0.020 0.010
H 4.054676 3.636410 2.275841 0.025 -0.004 0.055
H 2.004459 2.889477 3.164061 0.000 -0.021 0.022
H 0.954331 2.020837 2.029638 -0.013 -0.016 0.020
H 0.612076 3.694143 2.428771 -0.065 0.030 0.038
H 0.892884 5.864884 -0.106654 0.025 -0.024 -0.014
H -0.792368 6.236676 0.294500 0.017 -0.018 0.023
H -0.292411 6.160296 -1.384430 0.007 -0.001 -0.024
H -2.410937 5.479722 -1.975748 0.020 0.001 -0.035
H -2.871113 5.822915 -0.316571 -0.022 -0.006 0.001
H -3.823690 4.681650 -1.268539 -0.057 -0.049 -0.004
H -2.998588 2.522161 2.286667 0.008 0.011 0.038
H -4.618120 2.922328 2.886975 0.002 0.017 0.015
H -3.663657 4.125631 2.013573 0.023 0.066 0.013
H -6.501243 2.403923 1.530198 -0.034 0.009 0.053
H -7.446319 1.573069 -0.596146 -0.049 -0.027 0.011
H -5.957359 1.179381 -2.526636 -0.002 0.006 -0.008
H -3.839476 1.157217 -3.514227 0.016 -0.014 -0.014
H -2.505514 0.915344 -2.381442 0.054 -0.029 -0.017
H -2.801416 2.513391 -3.053908 0.049 0.079 -0.041
C -6.136175 -3.417795 1.801609 0.109 0.056 -0.015
C -5.053410 -2.452884 1.315273 0.043 -0.100 -0.075
C -4.256633 -1.931928 2.514927 0.043 0.007 0.008
C -5.734882 -1.223602 0.715998 0.018 0.024 0.028
P -3.758192 -3.055512 0.008784 -0.306 -0.410 0.013
N -2.554234 -2.125774 -0.105128 -0.837 -0.345 -0.086
C -3.254174 -4.854502 0.517954 -0.048 0.113 -0.031
C -2.845575 -4.796007 1.992818 0.021 0.030 -0.016
C -1.969540 -5.178719 -0.254242 0.056 0.017 -0.043
C -4.247670 -6.004572 0.345779 0.096 0.072 0.001
C -4.722414 -3.210104 -1.661746 0.011 -0.055 0.104
C -3.844163 -4.042243 -2.599823 0.031 0.023 -0.002
C -4.759215 -1.807478 -2.269707 0.019 0.066 -0.008
C -6.133939 -3.799487 -1.670447 0.079 0.096 -0.014
H -6.834276 -2.877260 2.451157 -0.020 0.030 0.033
H -5.726900 -4.237727 2.385751 0.060 -0.105 0.044
H -6.714430 -3.839015 0.985107 -0.093 -0.076 -0.135
H -4.861716 -1.212449 3.072300 -0.086 0.047 0.075
H -3.358172 -1.432883 2.153318 0.092 0.062 -0.007
H -3.963699 -2.718705 3.202941 0.059 -0.092 0.049
H -6.262560 -0.679683 1.505370 -0.038 0.016 0.050
H -6.467629 -1.476177 -0.045753 -0.070 -0.018 -0.076
H -4.992675 -0.554905 0.283054 0.039 0.076 -0.025
H -2.209640 -3.933124 2.174842 0.089 0.085 0.053
H -2.275584 -5.694278 2.243877 0.020 -0.053 0.006
H -3.698988 -4.756297 2.662398 -0.152 0.041 0.104
H -1.357253 -4.283641 -0.353121 0.075 0.049 -0.003
H -2.169008 -5.581653 -1.243746 -0.014 0.001 -0.093
H -1.389290 -5.925272 0.292109 0.021 -0.085 0.037
H -5.184645 -5.834986 0.865473 -0.199 0.057 0.115
H -3.805359 -6.918209 0.759036 0.016 -0.022 0.011
H -4.471105 -6.206098 -0.697185 -0.049 -0.009 -0.177
H -2.809053 -3.707017 -2.547690 0.064 0.008 -0.015
H -4.196796 -3.915773 -3.627791 -0.036 -0.001 -0.062
H -3.880346 -5.103089 -2.372643 0.011 -0.126 0.037
H -3.792385 -1.328660 -2.112584 0.063 0.054 -0.002
H -5.527318 -1.178920 -1.830394 -0.037 0.039 0.010
H -4.958248 -1.878506 -3.343088 -0.038 -0.018 -0.105
H -6.176520 -4.786072 -1.221260 0.001 -0.197 0.095
H -6.475635 -3.896721 -2.707918 -0.008 -0.001 -0.030
H -6.850355 -3.161524 -1.157378 -0.057 0.037 0.058

***

(3)
19
Properties=species:S:1:pos:R:3:forces:R:3 method="wB97M-V/def2-TZVPD" homo_ev=-8.5958 homo_lumo_gap_ev=9.048
C -1.838996 1.790817 0.061134 -0.181 -0.255 -0.092
C -1.255332 0.667253 0.910321 -0.815 -1.301 -0.383
C 0.110201 0.214570 0.599476 -0.027 0.421 -0.555
O 0.729225 -0.358774 1.714975 0.087 -0.153 -0.015
C 0.171411 -0.618304 -0.639558 -0.892 -0.920 0.211
C 1.606492 -1.017004 -1.054019 -0.560 -0.195 -0.203
O 2.147651 -1.885674 -0.057174 0.251 -0.221 0.009
H -2.903258 1.601097 -0.077061 -0.031 0.143 -0.105
H -1.752695 2.799235 0.501452 0.135 -0.483 0.120
H -1.375759 1.838302 -0.932604 -0.109 -0.108 0.177
H -1.863165 -0.809318 0.453451 0.698 2.283 0.756
H -1.421883 0.790740 1.987497 -0.116 -0.295 -0.349
H 0.646135 1.099859 0.198621 0.179 0.342 0.562
H 1.249029 -1.116196 1.393747 -0.036 0.178 0.152
H -0.346003 -0.151486 -1.481597 0.115 0.091 0.127
H -1.176308 -1.418961 -0.177812 2.288 0.785 -0.700
H 2.307720 -0.158161 -1.184763 -0.792 -0.144 0.192
H 1.569826 -1.514593 -2.029536 -0.001 -0.133 0.112
H 3.111293 -1.865491 -0.104739 -0.194 -0.035 -0.015

***

(4)
25
Properties=species:S:1:pos:R:3:forces:R:3 method="wB97M-V/def2-TZVPD" homo_ev=-9.5581 smiles="CC[C@H](I)N1C(=O)c2ccccc2C1=O" homo_lumo_gap_ev=9.235
C -1.107456 2.697840 1.763786 -0.095 -0.317 0.150
C -1.821305 1.354353 1.469645 0.191 0.621 -0.431
C -1.372082 0.795681 0.103048 -0.624 0.546 0.815
I -2.608013 1.766774 -1.409537 0.345 -0.119 0.100
N -1.503591 -0.651394 0.020480 -1.845 -0.622 -0.193
C -0.583849 -1.397182 0.866254 0.923 0.482 -0.064
O -0.861343 -1.940777 1.897432 0.361 0.619 -0.650
C 0.710157 -1.344675 0.059963 -0.872 -0.386 0.016
C 2.020002 -1.451008 0.427267 -0.090 -0.367 0.724
C 2.955941 -1.357676 -0.579365 1.331 -0.042 0.445
C 2.616837 -1.136349 -1.887177 0.124 0.163 -0.940
C 1.290687 -1.032295 -2.267856 -0.035 -0.071 -0.673
C 0.364572 -1.153552 -1.281802 -1.653 -0.369 0.800
C -1.168392 -1.136794 -1.308022 1.289 0.137 -0.850
O -1.909427 -1.500434 -2.176241 0.378 0.488 0.847
H -0.176524 2.807160 1.198733 -0.063 -0.063 0.074
H -1.749874 3.540217 1.502379 0.115 -0.025 0.054
H -0.853464 2.755594 2.824653 -0.079 0.155 -0.101
H -1.655172 0.625457 2.266982 0.107 -0.031 -0.188
H -2.887860 1.574351 1.415242 -0.011 -0.441 0.235
H -0.360173 1.171433 -0.095142 -0.026 -0.348 -0.270
H 2.282376 -1.621405 1.464502 0.139 0.006 -0.083
H 4.009803 -1.456361 -0.341835 -0.066 0.053 0.087
H 3.388737 -1.043414 -2.641594 0.039 -0.020 0.093
H 0.979414 -0.865546 -3.291796 0.116 -0.046 0.003